No. 1
86
Properties=species:S:1:pos:R:3:forces:R:3 method="wB97M-V/def2-TZVPD" spin_multiplicity=1 relative_energy_kj_mol=50.3 lumo_energy_ev=2.389 total_energy_ha=-3371.8079 charge=-1
C 2.7584 -2.5537 -1.7619 -0.461 -0.021 0.504
C 2.4440 -1.6361 -2.9052 0.385 0.248 -1.177
H 2.5124 -3.5974 -2.0185 0.035 0.379 0.191
H 2.2004 -2.2466 -0.8589 0.375 -0.255 -0.436
H 3.8368 -2.5342 -1.5177 -0.330 0.178 -0.108
C 2.3832 -2.1175 -4.1594 0.050 0.166 0.600
C 2.3747 -3.5718 -4.4742 0.044 -0.741 -0.389
H 2.3359 -1.4701 -5.0311 -0.104 0.078 0.319
H 1.5909 -4.0986 -3.9070 0.305 0.026 -0.134
H 3.3392 -4.0690 -4.2894 -0.189 0.034 0.114
H 2.1604 -3.7242 -5.5361 -0.048 -0.043 0.042
Mg 1.6732 0.6564 0.2953 0.047 -0.066 0.531
Cl 3.6088 2.0377 0.4605 -0.052 0.426 0.783
Cl 0.8666 -1.5077 1.0092 -0.016 -0.004 0.163
C 0.2873 3.2869 0.7365 0.075 -2.297 -0.510
O 0.1262 2.0536 0.4889 -0.083 2.658 0.421
N -0.7246 4.1596 0.8785 -0.121 -0.109 -0.160
C -2.0792 3.6518 0.7168 -0.152 -0.313 -0.138
C -0.5359 5.6068 0.7410 0.223 -0.163 -0.111
H 1.3046 3.6646 0.8503 0.095 0.228 -0.021
H -2.2804 2.8607 1.4501 0.087 0.177 -0.219
H -2.2247 3.2341 -0.2869 0.023 0.068 0.232
H -2.7775 4.4742 0.8612 -0.007 -0.060 0.067
H 0.3332 5.9472 1.3073 -0.063 -0.128 -0.015
H -1.4290 6.1150 1.1158 0.235 -0.118 0.054
H -0.3959 5.9037 -0.3092 -0.064 -0.130 0.198
H -0.4859 -4.5093 0.3367 0.007 0.015 0.175
H -2.7116 -3.3094 0.3033 -0.063 0.093 0.282
C -0.6351 -4.7242 1.4030 -0.117 0.236 -0.053
C -2.8165 -3.6426 1.3461 0.134 -0.216 -0.103
N -1.5195 -3.7300 1.9815 -0.015 -0.007 0.206
H 0.3432 -4.6858 1.8788 -0.070 -0.064 0.077
C -1.1772 -2.8925 2.9832 -0.612 1.199 0.178
O -1.8989 -1.9726 3.4029 0.703 -1.323 -0.331
H -3.4767 -2.9839 1.9175 0.221 -0.113 -0.191
H -0.1772 -3.0771 3.4197 -0.224 -0.066 -0.258
H -1.0987 -5.7200 1.4948 0.274 0.167 0.055
H -3.2089 -4.6639 1.3179 -0.309 0.082 0.003
O 2.2564 0.2718 -1.3826 -1.399 -0.472 -0.491
C 2.4559 -0.1168 -2.6628 0.786 0.007 0.370
C 0.7033 0.2343 -4.5844 -0.035 0.108 0.127
C 1.6773 0.7095 -3.7015 0.004 -0.139 -0.439
H 0.2989 -0.7597 -4.4372 0.158 0.164 -0.154
C 0.2235 1.0175 -5.6333 0.033 0.448 -0.188
H 3.5016 0.1983 -2.8329 0.282 -0.266 -0.678
C 2.0900 2.0321 -3.8452 -0.035 0.305 -0.045
H -0.5370 0.6274 -6.3137 0.202 -0.025 0.191
C 0.7130 2.3111 -5.8394 0.535 -0.110 0.711
C 1.6430 2.8206 -4.9047 -0.437 -0.163 -0.325
H 2.7816 2.4224 -3.0893 -0.113 -0.075 -0.386
H 0.4082 2.9045 -6.7039 0.006 -0.140 0.299
H 2.0321 3.8308 -5.0260 -0.096 -0.146 0.036
Si -2.5402 -0.2700 -2.3362 3.101 1.735 0.783
Cl -1.3482 -1.8483 -2.8428 0.250 -1.329 -0.789
C -3.6129 0.0640 -3.8448 -1.263 0.445 -0.576
C -1.4001 1.2942 -2.3357 -0.928 -0.776 -0.670
C -2.2999 -0.5189 -0.4475 -1.648 -0.441 0.780
H -3.6121 1.1623 -4.0227 -0.017 -0.554 0.339
H -4.6643 -0.2467 -3.8583 0.086 -0.010 0.242
H -3.2060 -0.3558 -4.7869 0.291 -0.070 0.826
H -3.0438 -1.1242 0.1136 0.374 0.399 -0.262
H -2.1842 0.4442 0.0692 -0.239 -0.127 -0.212
H -1.3250 -1.0331 -0.3214 -0.471 0.269 -0.405
H -1.0882 1.5077 -3.3791 -0.063 0.285 0.811
H -0.5435 1.1016 -1.6633 -0.429 0.361 -0.487
H -2.0825 2.0786 -1.9340 0.652 -0.159 -0.281
C -1.8089 1.2027 3.9533 -0.193 -0.011 -0.264
N -0.7267 0.5848 4.6859 0.454 0.295 -0.067
C -1.1149 -0.2181 5.8289 -0.017 -0.087 0.022
C 0.4864 0.5003 4.0299 0.140 -0.009 -0.059
O 0.6314 0.9175 2.8802 -0.086 -0.091 0.795
N 1.5377 -0.0664 4.7379 -0.584 0.107 -0.072
C 1.7065 0.1217 6.1630 -0.041 -0.031 0.063
C 2.7355 -0.3702 3.9839 0.204 -0.059 -0.504
H -2.5864 1.4923 4.6720 0.147 0.039 -0.235
H -2.2309 0.5029 3.2149 0.057 0.177 0.153
H -1.4358 2.0847 3.4298 -0.074 -0.054 0.056
H -0.7085 -1.2359 5.7675 -0.112 0.261 0.013
H -0.8056 0.2582 6.7714 -0.171 -0.255 -0.113
H -2.2074 -0.2864 5.8157 0.276 -0.176 0.051
H 1.3282 -0.7422 6.7278 0.175 0.222 0.101
H 2.7803 0.2273 6.3550 -0.280 0.086 0.135
H 1.1877 1.0237 6.5090 0.173 -0.142 -0.014
H 2.4966 -1.1031 3.2033 0.184 0.149 0.150
H 3.1504 0.5194 3.4843 -0.001 -0.181 0.172
H 3.4614 -0.7863 4.6917 -0.056 0.014 -0.349



No. 2
86
Properties=species:S:1:pos:R:3:forces:R:3 method="wB97M-V/def2-TZVPD" spin_multiplicity=3 relative_energy_kj_mol=0.0 lumo_energy_ev="2.421 / 2.421" total_energy_ha=-3622.4309 charge=-1
C -4.3700 1.8519 1.8951 0.082 -0.166 0.220
C -4.4121 2.9652 0.9012 0.042 0.941 -0.298
H -4.4163 2.2403 2.9150 -0.002 -0.143 -0.034
H -3.4572 1.2558 1.7819 -0.166 0.119 0.023
H -5.2276 1.1794 1.7539 0.130 0.084 0.020
C -4.9554 4.1712 1.1363 0.197 -0.662 -0.508
C -5.5610 4.6041 2.4221 -0.244 0.298 0.483
H -5.0082 4.9119 0.3373 0.143 -0.291 0.167
H -4.9547 4.3135 3.2870 -0.147 -0.031 -0.084
H -6.5726 4.2004 2.5597 0.137 0.020 0.051
H -5.6464 5.6956 2.4347 -0.034 -0.136 0.090
Pd 1.2635 -2.5209 0.3694 0.015 -0.335 0.541
Cl 0.0352 -4.2060 -0.7332 -0.742 -0.794 -0.815
Cl -0.7210 -1.5919 1.2266 -1.434 0.149 0.786
C 0.7191 -1.5535 -2.3909 1.490 0.371 1.439
O 1.5578 -1.3454 -1.4751 -1.414 -0.225 -2.024
N 0.8475 -0.9503 -3.5748 -0.120 0.245 -0.327
C 1.8649 0.0800 -3.7277 -0.020 0.036 -0.059
C -0.1428 -1.1502 -4.6278 0.036 0.133 0.418
H -0.1380 -2.2246 -2.2595 0.184 -0.085 0.035
H 2.8087 -0.2431 -3.2716 -0.331 0.078 -0.072
H 1.5461 1.0287 -3.2681 0.126 -0.280 -0.011
H 2.0051 0.2522 -4.7939 0.103 0.010 -0.022
H -0.6016 -2.1343 -4.4684 0.047 0.297 -0.225
H 0.3591 -1.1052 -5.6000 -0.143 -0.179 0.134
H -0.9186 -0.3690 -4.5971 0.158 -0.218 -0.080
H 0.6596 -1.5040 4.7242 0.233 0.127 -0.048
H 0.2066 0.8275 3.0239 0.241 0.020 -0.046
C 1.6237 -0.9768 4.7773 0.101 -0.060 -0.115
C 1.2678 0.9688 3.2776 -0.243 -0.249 0.045
N 1.9251 -0.3088 3.5190 -0.136 0.431 0.036
H 2.4097 -1.7103 4.9877 -0.225 0.114 0.040
C 2.4331 -1.0242 2.5128 0.085 -0.084 -1.535
O 2.3406 -0.7399 1.2915 0.677 0.447 2.072
H 1.7747 1.5010 2.4675 -0.142 -0.173 0.114
H 2.9450 -1.9394 2.8473 -0.088 0.253 -0.108
H 1.5881 -0.2172 5.5628 0.089 -0.160 0.040
H 1.3368 1.5402 4.2108 -0.004 0.056 -0.226
O -2.3518 2.4040 -0.1278 -0.445 0.470 -0.103
C -3.7206 2.6518 -0.4212 0.469 -0.002 -0.115
C -3.3060 4.9737 -1.4312 -0.226 -0.044 -0.199
C -3.9560 3.7343 -1.4694 -0.353 -0.439 0.139
H -2.5373 5.1585 -0.6704 -0.355 -0.117 -0.380
C -3.6831 5.9725 -2.3375 0.100 -0.280 0.058
H -4.1495 1.7064 -0.7923 -0.019 0.161 -0.104
C -4.9684 3.4827 -2.4073 0.334 0.645 0.204
H -3.1693 6.9382 -2.3196 -0.230 -0.308 -0.028
C -4.7084 5.7320 -3.2576 -0.015 -0.137 0.059
C -5.3592 4.4937 -3.2860 0.200 -0.105 0.115
H -5.4524 2.5036 -2.4007 0.076 0.322 -0.085
H -5.0047 6.5093 -3.9600 0.063 -0.122 0.158
H -6.1705 4.3019 -3.9867 0.203 0.142 0.057
Si -0.9712 2.2433 -1.0662 -0.492 0.070 0.394
Cl 1.2065 -3.6553 2.5254 0.256 -0.780 0.774
C 0.0546 3.7836 -0.8046 0.133 0.314 -0.120
C -1.4467 2.0942 -2.8793 -0.047 0.140 -0.248
C -0.1682 0.7644 -0.3570 0.128 0.708 -0.522
H -0.4078 4.6801 -1.2385 0.130 -0.155 0.054
H 1.0394 3.6486 -1.2743 -0.124 0.078 0.141
H 0.2016 3.9615 0.2703 0.009 -0.082 -0.234
H -0.2901 0.7592 0.7300 -0.031 0.027 -0.323
H 0.8968 0.6864 -0.5659 0.029 -0.071 -0.017
H -0.6701 -0.1308 -0.7339 0.144 0.192 0.237
H -2.1366 2.8905 -3.1980 0.237 -0.195 0.097
H -1.9357 1.1319 -3.0817 0.120 0.132 0.045
H -0.5474 2.1722 -3.5085 -0.181 -0.107 0.085
C 2.6581 -6.3064 -0.2493 -0.320 0.285 0.053
N 3.5278 -5.7565 0.7803 0.229 0.358 0.508
C 3.2403 -6.2420 2.1364 0.080 -0.243 -0.099
C 4.0427 -4.4990 0.6453 -0.703 0.213 -0.687
S 3.3837 -3.3604 -0.4330 1.455 -0.538 -0.200
N 5.1368 -4.2009 1.3870 0.696 -0.544 0.038
C 6.0405 -5.2862 1.8075 -0.245 0.310 0.051
C 5.7792 -2.8993 1.2492 -0.194 -0.018 0.180
H 2.7341 -7.3995 -0.1859 -0.009 0.153 -0.085
H 2.9955 -5.9408 -1.2254 -0.148 -0.203 0.227
H 1.6161 -5.9815 -0.1071 0.277 -0.148 -0.114
H 3.2034 -7.3359 2.0841 0.045 0.088 0.182
H 4.0312 -5.9293 2.8205 -0.311 -0.149 -0.002
H 2.2879 -5.8323 2.4991 0.182 -0.126 -0.186
H 7.0266 -5.1583 1.3422 -0.152 0.053 0.056
H 6.1532 -5.2743 2.9001 0.095 -0.064 -0.203
H 5.6148 -6.2444 1.5004 0.264 0.236 0.032
H 6.2807 -2.8070 0.2744 -0.106 0.033 0.187
H 5.0290 -2.1089 1.3361 0.174 -0.107 -0.097
H 6.5164 -2.8022 2.0534 -0.102 -0.005 -0.097



No. 3
82
Properties=species:S:1:pos:R:3:forces:R:3 method="wB97M-V/def2-TZVPD" spin_multiplicity=8 lumo_energy_ev="1.552 / 1.492" total_energy_ha=-3245.4706 charge=-1
Gd -0.2506 0.5499 0.4427 1.041 0.294 -0.611
P -2.2420 2.5080 0.9785 -0.351 1.417 0.257
C -4.0920 2.6587 0.6714 0.256 -0.180 -0.041
C -2.0392 3.0165 2.7618 -0.329 0.432 -0.430
C -1.6840 3.9761 -0.0966 -0.082 -0.556 0.189
C -4.7718 1.2945 0.7385 -0.352 -0.084 -0.033
H -4.1238 3.0057 -0.3787 -0.088 -0.123 0.403
C -4.8283 3.6918 1.5426 -0.197 -0.024 -0.225
H -4.9367 3.3790 2.5901 0.186 0.062 -0.278
H -5.8405 3.7945 1.1385 -0.025 -0.053 0.068
H -4.3881 4.6915 1.4953 0.002 -0.308 0.199
H -4.3325 0.5920 0.0258 -0.195 0.127 0.133
H -5.8391 1.4074 0.5105 0.115 -0.069 -0.039
H -4.7079 0.8434 1.7338 0.084 0.085 -0.097
H -2.2782 3.8152 -1.0164 0.164 0.136 0.306
C -0.2132 3.7893 -0.4691 0.230 0.320 0.022
C -1.9986 5.3737 0.4591 0.100 0.235 -0.338
H -3.0747 5.5873 0.4155 0.339 -0.078 0.194
H -1.5302 6.1166 -0.2016 -0.001 -0.116 0.158
H -1.6081 5.5652 1.4731 -0.215 -0.224 -0.396
H -0.0148 2.8789 -1.0666 -0.194 0.382 0.268
H 0.4499 3.7905 0.4023 -0.227 -0.239 -0.064
H 0.1529 4.6310 -1.0665 -0.234 -0.029 -0.111
C -2.6245 1.9372 3.6654 0.156 -0.122 0.220
H -2.6309 3.9276 2.8818 0.021 0.057 0.003
C -0.5894 3.3361 3.1071 0.170 0.012 0.254
H -3.6883 1.7482 3.4895 0.205 -0.055 -0.149
H -2.5432 2.2492 4.7116 0.108 0.001 -0.063
H -2.0459 1.0160 3.5421 -0.267 -0.017 0.110
H 0.0655 2.4752 2.9222 0.051 0.215 -0.003
H -0.5157 3.5727 4.1730 -0.029 -0.161 0.004
H -0.2001 4.2248 2.6018 -0.007 -0.289 -0.197
Cl -0.1273 -0.6595 2.6253 -0.067 -0.408 0.271
H -2.3624 -0.2141 -0.0102 -0.416 0.296 -0.170
H -2.2917 0.1767 -0.7033 0.333 -0.721 0.094
P 0.4862 -4.6745 -2.0772 0.025 0.157 0.217
C 0.9303 -4.4398 -3.8854 -0.175 -0.092 0.499
C 1.8751 -5.7381 -1.4162 -0.315 -0.208 -0.576
C -0.9752 -5.8356 -2.2287 0.434 0.305 -0.023
C 1.5193 -3.0391 -4.0645 -0.043 0.032 -0.241
H -0.0558 -4.4671 -4.3743 0.189 0.074 0.009
C 1.8086 -5.5061 -4.5235 0.104 -0.012 -0.453
H 2.8209 -5.5174 -4.1094 -0.131 0.018 -0.027
H 1.8975 -5.2809 -5.5922 0.117 -0.048 0.027
H 1.4000 -6.5164 -4.4524 0.061 0.154 0.084
H 0.8621 -2.2735 -3.6424 0.120 -0.108 -0.005
H 1.6400 -2.8273 -5.1312 0.081 0.052 0.022
H 2.5014 -2.9438 -3.5895 -0.144 -0.013 -0.027
H -1.5547 -5.3581 -3.0345 0.003 -0.087 0.201
C -1.8098 -5.7850 -0.9473 -0.187 -0.061 -0.091
C -0.6598 -7.2603 -2.6563 -0.365 -0.336 -0.076
H -0.2023 -7.3219 -3.6455 -0.017 0.084 0.142
H -1.6006 -7.8186 -2.7159 0.066 -0.114 0.026
H -0.0147 -7.7845 -1.9454 -0.057 0.097 -0.066
H -2.0463 -4.7540 -0.6701 0.084 -0.108 -0.004
H -1.3002 -6.2575 -0.1019 -0.054 0.080 -0.121
H -2.7554 -6.3123 -1.1076 0.016 -0.032 0.086
C 3.1679 -4.9268 -1.3541 0.120 0.082 0.188
H 2.0017 -6.5652 -2.1282 0.123 0.023 0.180
C 1.5425 -6.3144 -0.0424 0.091 0.033 0.217
H 3.5208 -4.5765 -2.3278 -0.150 -0.045 0.100
H 3.9645 -5.5418 -0.9207 -0.039 0.062 -0.039
H 3.0425 -4.0493 -0.7104 0.016 -0.068 -0.075
H 1.2487 -5.5217 0.6541 0.022 -0.059 -0.045
H 2.4325 -6.8020 0.3715 -0.074 0.046 -0.008
H 0.7456 -7.0625 -0.0562 0.066 0.144 -0.095
O 3.8027 1.2963 -0.5291 -0.990 0.476 0.662
C 2.9364 1.8795 0.1072 0.030 -0.349 -0.388
O 1.6673 1.4032 0.1858 0.573 0.197 -0.086
C 3.2067 3.1489 0.8876 0.305 -0.490 -0.277
C 2.8519 4.4325 0.4546 -0.179 0.405 0.548
C 3.1486 5.5557 1.2299 -0.396 0.097 -0.337
C 3.8994 5.4477 2.4213 0.562 0.295 0.114
C 4.3379 4.1566 2.8029 -0.373 -0.438 -0.106
C 3.9706 3.0336 2.0550 0.139 0.683 0.825
N 4.3035 6.5894 3.1515 -0.568 -1.631 -0.981
O 3.8947 7.7199 2.7898 -0.425 0.833 -0.360
O 5.0722 6.4289 4.1316 0.483 -0.154 0.761
H 2.2901 4.5709 -0.4690 0.265 -0.051 0.182
H 2.7778 6.5426 0.9517 0.281 -0.251 -0.053
H 4.9089 4.0675 3.7204 -0.030 -0.035 -0.168
H 4.2438 2.0523 2.4439 0.049 0.148 -0.273